Computed, not measured: the molecule C4H3N, with the ωB97M-V functional and the def2-TZVPD basis.

Cartesian coordinates (Å):
1 C -0.869 -0.361 0.456
2 C -0.939 0.451 -0.580
3 C 0.322 -0.515 -0.365
4 C 1.718 -0.715 -0.276
5 N 1.395 -1.827 -0.793
6 H -1.366 -0.698 1.341
7 H -1.387 1.148 -1.235
8 H 2.634 -0.223 0.016

Spin multiplicity: 1
E: -208.75908 hartree
Gap between HOMO and LUMO: 9.491 eV